A cluster of 9 separate species, C52H85ClN3O22P2 in total in a non-equilibrium geometry, computed with the ωB97M-V functional and the def2-TZVPD basis.

Properties
Multiplicity: 1
Strongest force on any atom (Eh/bohr): 0.1794
Net charge: +1
Frontier orbital gap (eV): 4.99

Each atom is followed by the atoms it is bonded to, with distances in Å.
CARTESIAN COORDINATES (ANGSTROEM)
1 C 0.3888 -6.4566 3.1000  O2 1.477, H33 1.184, H34 1.182, H35 1.192
2 O 1.6618 -7.1946 3.2237  C1 1.477, C3 1.493
3 C 2.7724 -6.4318 2.5807  O2 1.493, C4 1.670, H36 1.175, H37 1.171
4 C 2.9537 -6.8771 0.9819  C3 1.670, C5 1.667, H38 1.180, H39 1.177
5 C 2.9590 -5.5558 -0.0351  C4 1.667, C6 1.658, H40 1.172, H41 1.188
6 C 1.4647 -5.5496 -0.7539  C5 1.658, C7 1.639, H42 1.186, H43 1.194
7 C 1.3994 -4.6412 -2.1171  C6 1.639, C8 1.652, H44 1.174, H45 1.187
8 C -0.1858 -4.3627 -2.4889  C7 1.652, C9 1.641, H46 1.176, H47 1.194
9 C -0.6138 -2.8728 -1.9502  C8 1.641, C10 1.672, H48 1.171, H49 1.189
10 C -1.5836 -2.9176 -0.5883  C9 1.672, C11 1.672, H50 1.184, H51 1.173
11 C -1.2193 -1.5020 0.2241  C10 1.672, C12 1.673, C23 1.673
12 C -0.1013 -1.5312 1.4679  C11 1.673, N13 1.532, H52 1.194
13 N 0.3262 -0.2774 2.2385  C12 1.532, P14 1.818, C17 1.527
14 P 1.5899 -0.4070 3.5385  N13 1.818, O15 1.775, Cl16 2.155
15 O 0.7956 -0.5018 5.1231  P14 1.775, H53 1.010
16 Cl 2.6096 -2.2997 3.3858  P14 2.155
17 C -0.2919 1.0703 1.8717  N13 1.527, P18 1.948, C22 1.669
18 P 0.2357 2.7161 2.7709  C17 1.948, N19 1.651, O20 1.744, O21 1.762
19 N 1.7975 2.9563 2.2930  P18 1.651, H54 1.044
20 O 0.1985 2.5639 4.5076  P18 1.744, H55 1.009
21 O -0.7103 4.0790 2.1760  P18 1.762, H56 1.018
22 C -1.4259 1.2610 0.6627  C17 1.669, C23 1.672, H57 1.189
23 C -1.9354 -0.0597 -0.2281  C11 1.673, C22 1.672, C24 1.639
24 C -3.0097 0.0656 -1.4599  C23 1.639, O25 1.361, O26 1.471
25 O -2.4890 -0.0087 -2.7155  C24 1.361
26 O -4.4575 0.2979 -1.3477  C24 1.471, C27 1.471
27 C -5.0127 -0.2045 -0.0820  O26 1.471, C28 1.673, H58 1.186, H59 1.170
28 C -6.5937 -0.6973 -0.3166  C27 1.673, C29 1.670, H60 1.186, H61 1.188
29 C -7.1242 -1.6372 0.9574  C28 1.670, C30 1.641, H62 1.193, H63 1.189
30 C -8.1194 -2.8577 0.4974  C29 1.641, C31 1.648, H64 1.170, H65 1.173
31 C -9.6258 -2.6274 1.1259  C30 1.648, N32 1.542, H66 1.190, H67 1.188
32 N -10.7231 -3.1368 0.1699  C31 1.542, H68 1.045, H69 1.048
33 H -0.1120 -6.5423 2.0308  C1 1.184
34 H -0.3911 -6.8781 3.8825  C1 1.182
35 H 0.5737 -5.3225 3.4187  C1 1.192
36 H 2.5854 -5.2716 2.5691  C3 1.175
37 H 3.7724 -6.6496 3.1499  C3 1.171
38 H 2.0350 -7.5789 0.7473  C4 1.180
39 H 3.9691 -7.4652 0.8893  C4 1.177
40 H 3.2013 -4.5502 0.5170  C5 1.172
41 H 3.8353 -5.7358 -0.8169  C5 1.188
42 H 0.7101 -5.1362 0.0628  C6 1.186
43 H 1.2032 -6.6662 -1.0850  C6 1.194
44 H 2.0235 -3.6662 -1.9222  C7 1.174
45 H 1.8826 -5.1652 -3.0660  C7 1.187
46 H -0.9183 -5.1328 -1.9862  C8 1.176
47 H -0.3187 -4.3346 -3.6746  C8 1.194
48 H -1.0968 -2.2321 -2.8034  C9 1.171
49 H 0.3599 -2.2854 -1.6041  C9 1.189
50 H -1.3085 -3.8638 0.0682  C10 1.184
51 H -2.7204 -2.9731 -0.8725  C10 1.173
52 H 0.3548 -2.6122 1.6873  C12 1.194
53 H 0.9475 -1.4227 5.5083  O15 1.010
54 H 1.8810 3.8515 1.7632  N19 1.044
55 H 1.1660 2.5178 4.7885  O20 1.009
56 H -0.1567 4.6247 1.5180  O21 1.018
57 H -1.9014 2.3176 0.3974  C22 1.189
58 H -5.0961 0.7305 0.6427  C27 1.186
59 H -4.4480 -1.1173 0.3838  C27 1.170
60 H -7.3181 0.2306 -0.4578  C28 1.186
61 H -6.7022 -1.3912 -1.2753  C28 1.188
62 H -6.1286 -2.1209 1.4029  C29 1.193
63 H -7.5640 -0.9796 1.8454  C29 1.189
64 H -8.2251 -2.8368 -0.6679  C30 1.170
65 H -7.7011 -3.8937 0.8546  C30 1.173
66 H -9.8785 -1.4770 1.2977  C31 1.190
67 H -9.6776 -3.2502 2.1367  C31 1.188
68 H -10.4008 -3.0723 -0.8224  N32 1.045
69 H -10.9146 -4.1510 0.3518  N32 1.048
70 O -11.5818 -0.4132 1.7164  C71 1.220
71 C -11.5485 -0.0911 2.8925  O70 1.220, O72 1.365, C75 1.499
72 O -10.5693 -0.4678 3.7664  C71 1.365, C73 1.427
73 C -10.9051 -0.0054 5.0737  O72 1.427, C74 1.506, H76 1.095, H77 1.094
74 C -11.8635 1.1364 4.8578  C73 1.506, C75 1.508, H78 1.093, H79 1.097
75 C -12.5860 0.7277 3.5991  C71 1.499, C74 1.508, H80 1.094, H81 1.092
76 H -11.3610 -0.8313 5.6299  C73 1.095
77 H -9.9988 0.3157 5.5954  C73 1.094
78 H -12.5287 1.3069 5.7084  C74 1.093
79 H -11.3033 2.0616 4.6756  C74 1.097
80 H -13.4533 0.0973 3.8142  C75 1.094
81 H -12.8762 1.5960 3.0031  C75 1.092
82 O 1.8701 5.0472 -1.3470  C83 1.220
83 C 3.0027 4.7592 -0.9972  O82 1.220, O84 1.365, C87 1.499
84 O 3.4539 4.8354 0.2892  C83 1.365, C85 1.427
85 C 4.8477 4.5315 0.3154  O84 1.427, C86 1.506, H88 1.095, H89 1.094
86 C 5.1052 3.7374 -0.9384  C85 1.506, C87 1.508, H90 1.093, H91 1.097
87 C 4.1082 4.3191 -1.9084  C83 1.499, C86 1.508, H92 1.094, H93 1.092
88 H 5.4098 5.4710 0.3352  C85 1.095
89 H 5.0832 3.9584 1.2169  C85 1.094
90 H 6.1405 3.8018 -1.2837  C86 1.093
91 H 4.8724 2.6801 -0.7623  C86 1.097
92 H 4.5099 5.1919 -2.4305  C87 1.094
93 H 3.7569 3.5690 -2.6208  C87 1.092
94 O 3.5795 -0.8956 5.6390  C95 1.220
95 C 3.6129 -0.5736 6.8152  O94 1.220, O96 1.365, C99 1.499
96 O 4.5920 -0.9502 7.6890  C95 1.365, C97 1.427
97 C 4.2562 -0.4878 8.9963  O96 1.427, C98 1.506, H100 1.095, H101 1.094
98 C 3.2978 0.6540 8.7804  C97 1.506, C99 1.508, H102 1.093, H103 1.097
99 C 2.5753 0.2453 7.5217  C95 1.499, C98 1.508, H104 1.094, H105 1.092
100 H 3.8003 -1.3137 9.5525  C97 1.095
101 H 5.1625 -0.1667 9.5180  C97 1.094
102 H 2.6326 0.8245 9.6310  C98 1.093
103 H 3.8581 1.5792 8.5982  C98 1.097
104 H 1.7080 -0.3851 7.7368  C99 1.094
105 H 2.2852 1.1136 6.9257  C99 1.092
106 O 6.7511 3.8309 -2.9904  C107 1.220
107 C 7.5112 4.6807 -3.4245  O106 1.220, O108 1.365, C111 1.499
108 O 7.4035 6.0162 -3.1621  C107 1.365, C109 1.427
109 C 8.3872 6.7225 -3.9165  O108 1.427, C110 1.506, H112 1.095, H113 1.094
110 C 9.4513 5.7048 -4.2340  C109 1.506, C111 1.508, H114 1.093, H115 1.097
111 C 8.6609 4.4262 -4.3517  C107 1.499, C110 1.508, H116 1.094, H117 1.092
112 H 7.9138 7.1241 -4.8186  C109 1.095
113 H 8.7809 7.5529 -3.3232  C109 1.094
114 H 10.0257 5.9483 -5.1318  C110 1.093
115 H 10.1526 5.6269 -3.3943  C110 1.097
116 H 8.2769 4.2769 -5.3646  C111 1.094
117 H 9.2452 3.5620 -4.0273  C111 1.092
118 O 8.9821 9.9579 -2.1446  C119 1.220
119 C 7.9161 10.3712 -2.5699  O118 1.220, O120 1.365, C123 1.499
120 O 6.9580 9.5841 -3.1415  C119 1.365, C121 1.427
121 C 5.8978 10.4101 -3.6205  O120 1.427, C122 1.506, H124 1.095, H125 1.094
122 C 6.0016 11.6885 -2.8306  C121 1.506, C123 1.508, H126 1.093, H127 1.097
123 C 7.4848 11.8065 -2.5866  C119 1.499, C122 1.508, H128 1.094, H129 1.092
124 H 6.0392 10.5723 -4.6943  C121 1.095
125 H 4.9388 9.9087 -3.4610  C121 1.094
126 H 5.5734 12.5507 -3.3487  C122 1.093
127 H 5.4797 11.5759 -1.8725  C122 1.097
128 H 7.9922 12.3226 -3.4063  C123 1.094
129 H 7.6969 12.2930 -1.6318  C123 1.092
130 O 10.1028 3.0987 -6.3804  C131 1.220
131 C 9.6782 2.0512 -6.8394  O130 1.220, O132 1.365, C135 1.499
132 O 9.4231 0.9333 -6.0982  C131 1.365, C133 1.427
133 C 9.0451 -0.1307 -6.9704  O132 1.427, C134 1.506, H136 1.095, H137 1.094
134 C 8.5568 0.5400 -8.2276  C133 1.506, C135 1.508, H138 1.093, H139 1.097
135 C 9.4054 1.7848 -8.2888  C131 1.499, C134 1.508, H140 1.094, H141 1.092
136 H 9.9208 -0.7632 -7.1499  C133 1.095
137 H 8.2631 -0.7334 -6.4994  C133 1.094
138 H 8.6437 -0.0928 -9.1148  C134 1.093
139 H 7.5024 0.8197 -8.1134  C134 1.097
140 H 10.3534 1.6062 -8.8039  C135 1.094
141 H 8.8655 2.6163 -8.7477  C135 1.092
142 O -0.0179 -5.0918 -5.8859  C143 1.220
143 C -1.0839 -4.6785 -6.3112  O142 1.220, O144 1.365, C147 1.499
144 O -2.0420 -5.4656 -6.8829  C143 1.365, C145 1.427
145 C -3.1022 -4.6396 -7.3619  O144 1.427, C146 1.506, H148 1.095, H149 1.094
146 C -2.9984 -3.3613 -6.5719  C145 1.506, C147 1.508, H150 1.093, H151 1.097
147 C -1.5152 -3.2433 -6.3279  C143 1.499, C146 1.508, H152 1.094, H153 1.092
148 H -2.9608 -4.4774 -8.4356  C145 1.095
149 H -4.0612 -5.1411 -7.2024  C145 1.094
150 H -3.4266 -2.4991 -7.0900  C146 1.093
151 H -3.5203 -3.4738 -5.6138  C146 1.097
152 H -1.0078 -2.7271 -7.1476  C147 1.094
153 H -1.3031 -2.7567 -5.3731  C147 1.092
154 O -11.0299 -3.6585 5.1312  C155 1.220
155 C -9.8973 -3.9465 5.4811  O154 1.220, O156 1.365, C159 1.499
156 O -9.4461 -3.8703 6.7675  C155 1.365, C157 1.427
157 C -8.0523 -4.1743 6.7937  O156 1.427, C158 1.506, H160 1.095, H161 1.094
158 C -7.7948 -4.9684 5.5399  C157 1.506, C159 1.508, H162 1.093, H163 1.097
159 C -8.7918 -4.3867 4.5699  C155 1.499, C158 1.508, H164 1.094, H165 1.092
160 H -7.4902 -3.2347 6.8135  C157 1.095
161 H -7.8168 -4.7473 7.6952  C157 1.094
162 H -6.7595 -4.9040 5.1946  C158 1.093
163 H -8.0276 -6.0256 5.7159  C158 1.097
164 H -8.3901 -3.5138 4.0478  C159 1.094
165 H -9.1431 -5.1368 3.8575  C159 1.092

Atomic partial charges in e from the Mulliken method, atoms 1 to 99: C -0.346; O -0.424; C 0.177; C -0.625; C -0.292; C -0.007; C -0.693; C 0.536; C -0.573; C -0.465; C -0.184; C 0.055; N 0.379; P 0.078; O -0.399; Cl -0.154; C 0.368; P 0.704; N -0.509; O -0.478; O -0.526; C -0.610; C 0.502; C 0.305; O -0.511; O -0.257; C -0.123; C -0.738; C -0.233; C -0.648; C 0.352; N -0.660; H 0.143; H 0.274; H 0.092; H -0.275; H 0.326; H 0.285; H 0.301; H 0.185; H 0.297; H -0.348; H 0.257; H 0.302; H 0.323; H 0.456; H -0.694; H 0.238; H 0.286; H 0.281; H 0.333; H 0.140; H 0.312; H 0.042; H 0.361; H 0.362; H 0.411; H 0.196; H 0.187; H 0.241; H 0.346; H 0.245; H 0.225; H 0.326; H 0.202; H 0.008; H -0.159; H 0.251; H 0.266; O -0.620; C 0.539; O -0.292; C -0.433; C -0.487; C -0.509; H 0.238; H 0.340; H 0.312; H 0.257; H 0.278; H 0.317; O -0.647; C 0.404; O -0.384; C -0.380; C -0.305; C -0.069; H 0.243; H 0.298; H 0.234; H 0.216; H 0.090; H 0.342; O -0.510; C 0.408; O -0.366; C -0.443; C -0.615; C 0.058